Here is an isolated ion of composition C5H8N and charge +1 from the Open Molecules 2025 dataset. Energies are from the ωB97M-V functional and the def2-TZVPD basis.

```
14
C5H8N | the Open Molecules 2025 dataset | the ωB97M-V functional and the def2-TZVPD basis
C -2.12134 1.25367 0.05941
N -1.80597 0.16833 -0.14519
C -1.07664 -0.99027 -0.15815
C 0.33706 -0.91714 0.36036
C 1.13377 0.10796 -0.48729
C 1.74004 1.18706 0.06216
H -2.65165 2.09594 0.33058
H -1.47804 -1.73294 0.46967
H -0.96679 -1.36741 -1.10114
H 0.59742 -1.89359 0.01824
H 0.55150 -0.88942 1.38915
H 1.46292 -0.26323 -1.39796
H 2.59637 1.62272 -0.47398
H 1.68136 1.61832 1.07414
```

The largest force on an atom comes out at 4.210 eV/A. The value obtained for the calculated total energy is -6794.482 eV. As for the HOMO energy: -13.827 eV. Its gap between HOMO and LUMO is 8.89 eV. As for the charge: +1. As for the SMILES: C#[N+]CCC=C.